Entry from the OMol25 dataset: a molecular structure, C47H57IrN6O2P (wB97M-V/def2-TZVPD).

⟨S²⟩ = 8.815
net charge = +2
HOMO level (spin up / spin down) = -12.38 / -13.38 eV
F_max = 0.91 eV/Å
2S+1 = 6
orbital gap (spin up / spin down) = 7.017 / 6.693 eV
energy = -2749.39317 a.u.
ΔE to the lowest compared entry with this formula, charge and spin = 0.000 eV

Each line ends with the Mulliken charge.
Cartesian coordinates (Å):
H (0.8575, -0.4866, 4.1535)  0.354
C (-2.0779, -2.4851, 4.2347)  -1.552
H (0.5793, 0.0497, -4.3390)  0.302
H (4.4562, 1.6007, 2.1694)  0.502
H (4.0276, 5.8516, 2.2973)  0.434
O (3.8435, -1.5054, -3.0901)  -0.625
H (-1.5908, -4.9695, -0.8365)  0.520
H (3.4843, -2.5110, -5.3651)  0.468
C (2.6295, -1.8144, 2.1570)  -1.022
H (-0.6223, 2.5801, -1.8235)  0.704
H (-1.1084, -2.9700, 4.3106)  0.254
C (2.4264, 2.3282, 2.1661)  0.797
H (-1.4343, -1.3477, -4.8105)  0.381
H (-2.9050, 5.3402, 2.9259)  0.433
C (1.4470, 0.4063, 3.9605)  -1.503
C (3.5781, 4.8675, 2.2725)  -0.790
H (0.2742, -2.0662, 0.5752)  -1.135
C (2.7560, -1.0283, -3.3786)  -0.090
C (-1.9934, -1.5729, -0.6221)  1.040
C (-3.2736, -3.8863, -1.5941)  -1.554
H (-3.3917, 5.4911, 0.9208)  0.498
H (1.8561, -2.7669, -6.0018)  0.436
C (-2.0700, -1.5153, 3.0863)  0.134
H (-1.0840, -3.6688, 2.0697)  0.373
C (1.3710, 0.1522, -1.6066)  0.092
H (0.5480, 3.3673, 2.2643)  0.320
C (-2.2188, 3.4170, 2.2598)  0.600
H (1.9058, -1.9968, 2.9450)  0.415
H (0.7297, -0.8009, -5.8653)  0.459
C (-2.0450, -3.9928, -0.9536)  -0.414
C (4.3792, 3.7360, 2.2268)  -0.746
H (3.2247, 3.4283, -2.1410)  0.507
N (-1.8465, 2.1738, 2.6048)  0.122
C (-0.0594, -3.0495, 0.2430)  2.345
C (-0.2090, -3.9466, 1.4790)  -1.811
H (1.5611, 5.6086, 2.3667)  0.457
H (1.1615, -3.0064, -1.5763)  0.241
H (-0.6134, -1.9068, -3.3411)  0.208
N (-1.3715, -0.5273, -0.1428)  0.374
C (3.6146, -0.3396, 0.5259)  -0.782
C (-1.8805, 1.8230, 3.8938)  -0.385
H (0.8343, -0.7646, -1.3886)  -0.643
H (-0.4280, -2.7956, -4.8625)  0.417
C (1.7362, 2.3502, -1.0402)  -0.167
C (-3.9534, -0.1585, -1.6183)  0.116
H (-4.9251, -0.4111, -2.0447)  0.780
C (-2.1198, 3.7663, 0.8231)  0.956
C (3.4635, -2.8379, 1.7342)  -0.863
H (-2.2536, -1.9328, 5.1607)  0.389
C (-1.8285, 4.3513, -1.8341)  -1.169
H (-3.1520, 0.0029, -3.6298)  0.261
C (2.7045, 2.4876, -2.0194)  -1.931
C (0.9967, -3.6365, -0.6999)  -1.731
H (-4.0726, -1.8061, 2.7183)  0.255
C (-2.2777, 2.6853, 4.8983)  -1.319
H (-0.3175, -4.9940, 1.1904)  0.477
N (-3.2386, -1.3073, 2.4634)  -0.042
H (-4.9013, 0.2153, 0.3021)  0.309
C (0.6871, -0.9361, -4.7826)  -0.738
Ir (-0.6161, 0.9400, 1.0211)  4.128
H (-4.8278, -2.5694, -2.2564)  0.476
C (2.3174, 0.2020, -2.6164)  0.238
C (-3.8712, -2.6349, -1.7508)  -1.089
H (-4.7186, 1.6497, -0.7069)  0.549
H (1.9488, -3.7374, -0.1785)  0.291
H (3.7758, 1.4492, -3.5752)  0.610
C (-2.6602, 3.9699, 4.5502)  -0.773
H (5.1101, -1.2143, -0.7362)  0.388
H (-3.5888, 1.5565, -2.9083)  0.476
C (-2.7639, 4.8755, 0.2931)  -1.016
C (3.8111, 2.4695, 2.1801)  -0.592
H (2.9760, -3.9336, -3.4035)  0.226
H (-2.8590, -3.2363, 4.1308)  0.506
H (-2.9661, 4.6810, 5.3061)  0.470
H (2.4477, 0.3001, 4.3771)  0.491
C (-3.1541, 0.5770, -2.7023)  -0.962
C (-3.2813, -1.4785, -1.3028)  0.574
N (-1.3699, 2.9605, 0.0534)  0.381
H (0.6970, -4.6259, -1.0506)  0.476
C (-0.5185, -1.8005, -4.4245)  -0.922
C (2.3569, -3.9959, -4.2967)  -0.917
O (-1.0340, -0.9099, 2.7688)  0.016
C (4.4280, -1.3737, 0.0886)  -0.782
H (-1.6806, 4.5415, -2.8888)  0.555
H (3.6806, 0.6263, 0.0397)  0.500
N (1.9574, -1.5197, -4.3520)  0.256
N (1.0854, 1.2016, -0.8317)  0.889
C (-2.6153, 5.1772, -1.0499)  -1.013
H (5.4565, 3.8396, 2.2385)  0.466
C (4.3607, -2.6192, 0.6980)  -0.732
H (-2.2745, 2.3563, 5.9289)  0.513
H (3.4168, -3.8059, 2.2188)  0.429
C (-4.2308, 0.7234, -0.3960)  -1.566
C (2.7139, -0.5496, 1.5699)  0.493
H (5.0027, -3.4211, 0.3549)  0.424
H (0.9561, 1.2661, 4.4184)  0.461
C (2.1955, 4.7335, 2.2982)  -0.424
C (-1.3900, -2.8887, -0.4612)  -0.084
C (2.4462, -2.6950, -5.0894)  -0.880
H (1.3268, -4.2086, -4.0041)  0.177
H (2.7192, -4.8227, -4.9098)  0.453
H (-1.5641, 0.8151, 4.1209)  0.674
H (-2.1197, 0.7042, -2.3795)  -0.073
H (-3.1060, 6.0415, -1.4779)  0.470
H (1.4795, 3.1851, -0.3984)  0.585
P (1.5713, 0.7204, 2.1657)  1.622
C (-1.2350, 3.2525, -1.2414)  -0.619
H (-3.2746, -0.6719, 1.6818)  -0.167
C (-2.6299, 4.3361, 3.2150)  -1.179
H (-3.7611, -4.7705, -1.9840)  0.452
C (3.0078, 1.3914, -2.8126)  -0.211
C (1.6276, 3.4709, 2.2439)  -0.684
H (-3.3092, 0.9959, 0.1205)  0.045
H (0.6777, -3.8653, 2.1119)  0.204

Entry from the OMol25 dataset: a single C5H5N3 molecule (wB97M-V/def2-TZVPD).

structure (SMILES) = C=C1C=NC(=N)N=C1
net charge = 0
HOMO level = -9.23 eV
F_max = 6.76 eV/Å
2S+1 = 1
orbital gap = 7.999 eV
energy = -357.62171 a.u.
ΔE to the lowest compared entry with this formula, charge and spin = 4.106 eV

Each line ends with the Mulliken charge.
Cartesian coordinates (Å):
N (-0.5021, -0.7225, 1.2122)  -0.486
H (-2.6026, 0.9878, 2.2351)  0.286
H (2.4882, -0.4284, -2.3776)  0.203
H (1.1869, 1.4920, -1.7079)  0.206
H (2.1226, -2.2102, -2.2280)  0.221
C (-0.7860, 0.6301, 1.0265)  0.482
C (0.0422, -1.4506, 0.1266)  -0.148
C (0.7595, -0.6585, -0.9641)  0.844
N (-0.0307, 1.3988, 0.1635)  -0.462
C (0.5449, 0.8262, -0.8714)  -0.115
N (-1.8139, 1.2124, 1.4488)  -0.534
H (-0.1290, -2.5929, -0.0936)  0.279
C (1.6661, -1.0922, -1.9175)  -0.777

Entry from the OMol25 dataset: a molecular structure, C14H13F3N5RhS6 (wB97M-V/def2-TZVPD).

⟨S²⟩ = 6.032
net charge = 0
HOMO level (spin up / spin down) = -7.47 / -8.36 eV
F_max = 0.09 eV/Å
2S+1 = 5
orbital gap (spin up / spin down) = 7.183 / 5.946 eV
energy = -3614.33603 a.u.
ΔE to the lowest compared entry with this formula, charge and spin = 0.000 eV

Each line ends with the Mulliken charge.
Cartesian coordinates (Å):
N (1.5135, 2.2195, -0.6312)  -0.187
C (-2.5555, -0.4901, -6.4636)  0.119
N (0.1890, -0.6810, -0.4334)  0.327
F (1.7780, 5.8640, 2.3834)  -0.304
S (0.1225, 1.5168, -3.8401)  -0.346
C (-1.1429, 0.6556, -4.5566)  0.266
C (-0.2094, -3.8573, 1.1454)  -1.210
C (2.9825, 3.9840, 0.8792)  -0.161
C (-2.2770, 0.1084, -3.9141)  0.333
F (0.1186, 5.8881, 1.0008)  -0.214
C (1.6013, 4.0506, 0.8888)  -0.108
C (3.6233, 3.0247, 0.1086)  -0.670
F (0.1176, 4.5111, 2.6690)  -0.217
H (-2.7421, -2.9757, 3.3520)  0.413
S (-1.0782, 0.4014, -6.2734)  -0.047
S (-0.8606, 3.0308, -0.0321)  -0.382
S (-3.0880, -1.0547, -7.8927)  -0.199
H (-2.8824, -3.4312, 1.6551)  0.362
C (-2.2244, -2.9673, 2.3932)  -1.461
C (-0.8904, -3.6991, 2.5055)  0.831
H (3.2802, 1.3806, -1.2427)  0.427
H (-0.8649, -4.3675, 0.4395)  0.464
H (0.9800, -3.5531, 3.6115)  0.366
H (0.7153, -4.4248, 1.2325)  0.348
H (4.7003, 2.9488, 0.0858)  0.393
H (0.2378, -1.9960, 3.2456)  0.296
H (-1.0884, -4.7242, 2.8344)  0.296
H (3.5540, 4.6815, 1.4755)  0.492
N (1.3822, -2.0463, 0.7231)  -0.618
C (0.8979, 5.0775, 1.7321)  0.597
C (0.0267, -3.0304, 3.5237)  -1.455
Rh (-0.4715, 1.1872, -1.4755)  0.137
H (-0.4475, -3.0175, 4.5050)  0.430
N (1.3904, -0.9137, 0.1359)  -0.313
C (0.8761, 3.1396, 0.1079)  0.886
H (-1.5800, -1.8709, -0.4954)  0.482
N (0.1617, -2.5807, 0.5429)  0.677
H (-2.0813, -1.9194, 2.1185)  0.323
C (-0.5627, -1.7253, -0.1728)  -0.525
C (2.8407, 2.1583, -0.6301)  -0.513
S (-3.3967, -0.7110, -4.9641)  -0.059
S (-2.6457, 0.2089, -2.2768)  -0.273

Entry from the OMol25 dataset: a single C6H6 molecule (wB97M-V/def2-TZVPD).

structure (SMILES) = C#CC(C)C#C
net charge = 0
HOMO level = -9.85 eV
F_max = 2.16 eV/Å
2S+1 = 1
orbital gap = 10.838 eV
energy = -232.01251 a.u.
ΔE to the lowest compared entry with this formula, charge and spin = 5.818 eV

Each line ends with the Mulliken charge.
Cartesian coordinates (Å):
H (-1.9824, 0.1111, -0.4299)  0.281
H (-0.6053, 3.2314, -0.3042)  0.415
H (-0.5094, -0.0305, -1.4956)  0.282
C (-1.1903, -0.5356, -0.8113)  -0.884
C (-0.3900, 2.2438, 0.0410)  0.064
C (-0.0755, -0.3014, 0.6693)  -0.115
H (-0.5074, -0.5591, 1.6608)  0.270
H (-1.7255, -1.3120, -1.4417)  0.283
C (-0.0974, 1.1712, 0.5151)  -0.605
C (2.4109, -1.3361, 0.5274)  0.168
H (3.3626, -1.8148, 0.3867)  0.404
C (1.3171, -0.8362, 0.6355)  -0.563

Entry from the OMol25 dataset: a single C5H7N molecule (wB97M-V/def2-TZVPD).

net charge = 0
HOMO level (spin up / spin down) = -7.84 / -7.94 eV
F_max = 0.56 eV/Å
2S+1 = 1
orbital gap (spin up / spin down) = 7.932 / 8.024 eV
energy = -249.26708 a.u.
ΔE to the lowest compared entry with this formula, charge and spin = 5.610 eV

Each line ends with the Mulliken charge.
Cartesian coordinates (Å):
H (0.7386, 0.0789, 1.6882)  0.169
H (1.5999, -1.4501, 0.0477)  0.269
N (-1.4352, 0.7406, 0.7437)  -0.577
H (-1.0796, -1.4400, 0.8231)  0.266
C (-0.0482, -0.1527, -0.6762)  0.216
C (-1.2566, -0.5912, 0.1508)  -0.564
C (-0.3233, 1.2578, 0.2006)  -0.171
H (-0.2375, 0.1143, -1.7182)  0.369
H (-2.1320, -0.8306, -0.4684)  0.305
C (0.9511, 0.5361, 0.7151)  -0.198
H (-0.2475, 2.3001, -0.1172)  0.371
C (1.3801, -0.4485, -0.3170)  -0.726
H (2.0901, -0.1145, -1.0721)  0.271

Entry from the OMol25 dataset: a molecular structure, C5H6AlCl2O3STl (wB97M-V/def2-TZVPD).

net charge = +4
HOMO level = -23.87 eV
F_max = 15.70 eV/Å
2S+1 = 1
orbital gap = 4.869 eV
energy = -2151.28490 a.u.

Each line ends with the Mulliken charge.
Cartesian coordinates (Å):
Al (0.0076, -0.5761, -0.7429)  0.530
H (-1.1208, -0.6132, 3.1139)  0.432
C (-3.0408, 0.4338, 1.7990)  -0.891
H (-3.4781, -0.4547, 2.2444)  0.417
H (0.3425, -0.6959, 2.1654)  0.408
C (-0.7036, -0.9654, 2.1743)  -1.047
O (4.7502, 0.2689, -3.3499)  0.012
Cl (0.1576, 1.7616, -0.5195)  -0.143
C (1.9396, 2.6730, -2.9756)  0.283
H (-2.6917, 1.1589, 2.5277)  0.406
Cl (2.3452, -0.7805, -0.1721)  -0.163
H (-3.7262, 0.8923, 1.1180)  0.429
O (1.7949, 3.5649, -3.7409)  0.024
H (-0.8682, -2.0363, 2.0741)  0.411
C (3.7946, 0.6024, -2.7282)  0.282
Tl (2.1875, 1.1575, -1.7273)  1.633
S (-1.5935, -0.1579, 0.8182)  0.434
C (-0.0413, -2.5533, -0.9816)  0.454
O (-0.0555, -3.6801, -1.0971)  0.089

Entry from the OMol25 dataset: a molecular structure, C4H6O2 (wB97M-V/def2-TZVPD).

net charge = 0
HOMO level (spin up / spin down) = -8.57 / -8.57 eV
F_max = 0.76 eV/Å
2S+1 = 1
orbital gap (spin up / spin down) = 9.102 / 9.102 eV
energy = -306.35205 a.u.
ΔE to the lowest compared entry with this formula, charge and spin = 4.197 eV

Each line ends with the Mulliken charge.
Cartesian coordinates (Å):
H (-2.3286, 0.5868, -0.0536)  0.238
H (1.9638, 0.8064, 1.3647)  0.220
C (-1.6254, -0.2038, 0.2301)  -0.278
H (-2.1467, -1.0293, 0.7137)  0.249
C (-0.5234, -0.5173, -0.7973)  -0.246
C (0.3544, 0.1792, 0.1903)  0.467
H (1.9193, 1.5313, -0.2783)  0.219
H (-0.5837, -0.0861, -1.7951)  0.266
H (-0.2738, -1.5770, -0.8563)  0.180
C (1.7274, 0.6121, 0.2988)  -0.275
O (2.1058, -0.6183, -0.1475)  -0.655
O (-0.5891, 0.3160, 1.1305)  -0.384